[1]
Below is a cluster of 7 separate species, C22H29F12N3O8 in total, with properties calculated with the ωB97M-V functional and the def2-TZVPD basis.

XYZ file:
```
74
C22H29F12N3O8, DFT the ωB97M-V functional and the def2-TZVPD basis
C -5.50280 1.44529 2.51013
C -4.32927 1.54238 3.46972
O -3.87958 2.89404 3.51971
C -3.11655 3.26711 2.50209
O -2.64757 2.55061 1.66677
C -2.83673 4.77988 2.51854
F -1.59517 5.01846 2.10300
F -3.68373 5.39585 1.68755
F -2.98556 5.29617 3.74124
H -6.27085 2.16257 2.80404
H -5.92651 0.44274 2.47528
H -5.21610 1.71593 1.49188
H -3.55397 0.83806 3.18445
H -4.67217 1.25001 4.45907
C 4.36213 2.91736 -5.49964
C 5.06993 2.96707 -4.16565
O 4.21989 2.46848 -3.12614
C 3.52196 3.33270 -2.42251
O 3.38131 4.49991 -2.64680
C 2.90841 2.68426 -1.16461
F 3.56159 3.13637 -0.08524
F 1.62415 3.01026 -1.04833
F 2.99676 1.35027 -1.17431
H 3.45783 3.52129 -5.50091
H 4.11821 1.88801 -5.76275
H 5.03842 3.27796 -6.27767
H 5.36949 3.98706 -3.92272
H 5.96752 2.35409 -4.19017
C -1.05312 -0.34191 3.50055
C -1.69288 -1.09986 2.36855
O -1.06784 -0.69664 1.12946
C -1.14177 -1.52860 0.12130
O -1.64617 -2.61835 0.11751
C -0.39836 -1.00335 -1.13149
F 0.31708 0.08872 -0.87295
F 0.41486 -1.93656 -1.61656
F -1.30914 -0.70272 -2.07619
H 0.03299 -0.41058 3.46937
H -1.42497 -0.71847 4.45444
H -1.32513 0.71430 3.47671
H -2.76004 -0.89264 2.30393
H -1.54877 -2.17373 2.47156
C 3.45422 -2.05322 -0.10656
C 4.85965 -1.62462 -0.43876
O 4.92805 -1.21493 -1.81944
C 5.03044 -2.15625 -2.73357
O 5.25370 -3.31644 -2.55374
C 4.74469 -1.61629 -4.15408
F 5.84076 -1.76542 -4.92477
F 3.75094 -2.31356 -4.70566
F 4.41558 -0.32197 -4.14425
H 2.78874 -1.20379 -0.26947
H 3.35339 -2.31588 0.94655
H 3.12366 -2.88488 -0.72696
H 5.64185 -2.35117 -0.22305
H 5.11573 -0.71896 0.11091
C -4.26396 -4.06540 1.48101
C -4.06809 -3.55321 2.83315
N -3.87635 -3.08448 3.86101
H -5.32971 -4.21373 1.32070
H -3.70844 -4.98250 1.31171
H -3.88166 -3.30876 0.79774
C -2.52981 0.44983 -4.77585
C -3.49432 0.46273 -5.86465
N -4.28618 0.49361 -6.69007
H -1.91108 -0.44242 -4.76466
H -3.07477 0.52260 -3.83400
H -1.87909 1.32311 -4.81415
C -0.60244 -3.49799 5.53648
C -1.20242 -3.29134 6.85777
N -1.65732 -3.12525 7.89550
H -1.31453 -3.20952 4.76930
H -0.22187 -4.51144 5.47623
H 0.22289 -2.78222 5.48340
```

## Properties
Orbital gap (eV): 11.55
E_tot (Ha): -2820.32451
Net charge: 0

These are the Mulliken partial charges, in e, on atoms 1 to 8:
1. C -1.265
2. C 0.715
3. O -0.322
4. C 0.384
5. O -0.496
6. C 0.847
7. F -0.229
8. F -0.251

=====

[2]
Below is a structure of composition C30H46CeCl2N3OP, with properties calculated with the ωB97M-V functional and the def2-TZVPD basis.

XYZ file:
```
84
C30H46CeCl2N3OP, DFT the ωB97M-V functional and the def2-TZVPD basis
P 0.67537 1.21985 -0.23774
C -0.65914 2.55676 0.00562
C -0.30466 4.01029 -0.34140
C -1.42725 4.96783 0.08649
C -2.81948 4.53230 -0.39107
C -3.11096 3.04270 -0.20537
C -1.96213 2.15793 -0.69234
C 0.84079 1.12084 -2.12213
C 0.79271 2.45935 -2.84906
C 1.19820 2.28949 -4.31819
C 0.35932 1.21685 -5.02924
C 0.17887 -0.07706 -4.22849
C -0.16635 0.15066 -2.75058
C 2.20899 2.22457 0.14831
C 2.17167 2.65929 1.62170
C 3.38308 3.54313 1.96102
C 4.72134 2.91569 1.55894
C 4.73387 2.34824 0.13677
C 3.50746 1.47781 -0.19737
H -0.81931 2.48618 1.09840
H -0.16864 4.10378 -1.42520
H 0.64717 4.32520 0.11124
H -1.19571 5.96711 -0.31039
H -1.41903 5.04079 1.18481
H -3.57054 5.12157 0.14413
H -2.92902 4.79084 -1.45232
H -3.28257 2.82538 0.85735
H -4.02022 2.77370 -0.75272
H -2.19042 1.09961 -0.50962
H -1.84474 2.28137 -1.77728
H 1.84903 0.69287 -2.23810
H 2.26610 2.02452 -4.36413
H 1.43967 3.21441 -2.37503
H -0.23960 2.84027 -2.82183
H 1.07742 3.25726 -4.82710
H 0.82861 0.99240 -5.99432
H -0.62803 1.63939 -5.26250
H -0.60686 -0.68233 -4.69334
H 1.10931 -0.65799 -4.27545
H -0.16771 -0.80235 -2.20559
H -1.18076 0.56344 -2.66698
H 2.20549 3.14207 -0.47127
H 1.25450 3.23094 1.82579
H 2.13156 1.77386 2.27722
H 3.26843 4.50193 1.43505
H 3.37618 3.76784 3.03471
H 4.95837 2.10841 2.26517
H 5.51365 3.66780 1.65617
H 5.64877 1.76733 -0.02967
H 4.75567 3.18477 -0.57534
H 3.52858 1.24520 -1.27214
H 3.54863 0.50548 0.31940
Ce 0.27462 -1.92117 1.51493
Cl 1.88473 -1.98226 -0.51889
Cl -1.40343 -0.13860 2.40873
C -1.06503 -3.32250 0.44101
H -0.62288 -4.32508 0.65989
C -2.13083 -3.39368 -0.52191
C -2.58881 -4.63646 -1.04484
C -3.63845 -4.68395 -1.95238
C -4.26920 -3.49341 -2.39320
C -3.79757 -2.25518 -1.92459
C -2.75678 -2.19614 -1.00344
H -2.09335 -5.54974 -0.70390
H -3.99748 -5.64286 -2.33630
H -4.25939 -1.33452 -2.27939
H -2.39704 -1.23539 -0.60160
H -5.10905 -3.54110 -3.08838
C 2.30857 -5.72209 4.18626
N 0.93247 -5.19164 4.11850
C -0.07050 -5.71776 4.89752
C -1.33489 -5.21394 4.80362
C -1.58942 -4.18084 3.88383
N -0.57030 -3.59015 3.21259
C 0.67579 -4.11145 3.32861
O 1.60716 -3.52227 2.64766
N -2.82705 -3.71338 3.66618
H 2.30949 -6.80434 4.03217
H 2.76497 -5.50490 5.16069
H 2.86609 -5.22450 3.39671
H 0.22569 -6.53869 5.54483
H -2.15308 -5.60750 5.39406
H -3.58692 -4.17318 4.14978
H -3.05382 -3.14088 2.85627
```

## Properties
Orbital gap (spin up / spin down) (eV): 5.03 / 5.04
E_tot (Ha): -3147.20343
Net charge: 0

These are the Mulliken partial charges, in e, on atoms 1 to 8:
1. P 0.754
2. C -0.059
3. C -0.173
4. C -1.004
5. C -0.663
6. C -0.822
7. C 0.152
8. C 0.500

=====

[3]
Below is a cluster of 9 separate species, C32H64Br4O21 in total, with properties calculated with the ωB97M-V functional and the def2-TZVPD basis.

XYZ file:
```
121
C32H64Br4O21, DFT the ωB97M-V functional and the def2-TZVPD basis
C -0.03490 -4.00148 -0.56144
C 1.15652 -4.35311 0.33591
O 1.49238 -5.76314 0.14731
C 2.53511 -5.98131 -0.67771
O 3.43902 -5.20513 -0.86678
O 2.40831 -7.22375 -1.28234
C 3.46084 -7.59630 -2.14771
H -0.89872 -4.51401 -0.24434
H 0.30520 -4.35102 -1.56374
H -0.30022 -2.97407 -0.51360
H 0.85806 -4.22324 1.38334
H 2.05482 -3.76103 0.16782
H 2.99708 -8.33262 -2.72644
H 4.31366 -7.90086 -1.57798
H 3.79863 -6.79411 -2.84118
C -6.02128 0.35005 -2.37078
C -4.65699 0.22692 -1.82538
O -3.77023 -0.32481 -2.75591
C -3.54659 -1.60820 -2.64135
O -4.03785 -2.40324 -1.87588
O -2.48489 -1.87335 -3.44816
C -2.43440 -3.24887 -3.88224
H -6.88078 0.68898 -1.70297
H -6.35084 -0.60557 -2.75518
H -5.97995 1.04191 -3.20121
H -4.52370 -0.21850 -0.83307
H -4.20739 1.16034 -1.58733
H -2.26003 -3.95325 -2.99593
H -1.67149 -3.20172 -4.62481
H -3.37309 -3.64153 -4.20395
C -5.68464 4.20484 8.11670
C -4.79577 3.08161 7.57568
O -3.36669 3.31850 7.83645
C -2.62053 4.01466 7.02428
O -2.92303 4.50010 5.97122
O -1.41051 4.18265 7.55128
C -0.50515 4.95265 6.81237
H -5.48679 4.22194 9.28225
H -6.71280 3.77604 8.09988
H -5.53778 5.13993 7.66388
H -4.96208 2.94018 6.50072
H -5.02109 2.14916 8.11898
H 0.35145 5.09077 7.51956
H -0.95701 5.87123 6.48552
H -0.20449 4.41916 5.92988
C 4.25843 -1.98462 -1.13077
C 4.66605 -2.36649 -2.52029
O 3.44911 -2.80798 -3.10922
C 3.30974 -3.95465 -3.86275
O 4.12201 -4.63860 -4.39911
O 1.99485 -4.04255 -3.94997
C 1.45610 -5.25812 -4.53041
H 3.32984 -1.47335 -1.22639
H 4.97326 -1.26705 -0.76303
H 4.23216 -2.90677 -0.54321
H 5.46759 -3.16355 -2.48834
H 5.10023 -1.53420 -3.03196
H 0.34821 -5.06330 -4.60564
H 1.83195 -6.01962 -3.85810
H 1.90665 -5.28340 -5.52617
C -0.65164 5.80985 3.53856
C 0.30918 4.71348 3.07176
O -0.10220 3.76322 2.03596
C -0.07660 4.20607 0.73587
O 0.26414 5.28633 0.36549
O -0.70271 3.38945 -0.07666
C -0.77972 3.76676 -1.46520
H -0.07568 6.36356 4.18067
H -1.55665 5.39783 3.91662
H -0.93504 6.38916 2.61909
H 0.57506 4.04940 3.90967
H 1.21564 5.22678 2.71206
H -0.91225 4.80259 -1.54978
H -1.60444 3.18196 -1.93063
H 0.08700 3.45132 -1.93524
C -3.63559 3.43312 0.51061
C -3.22968 3.09383 1.90412
O -3.23300 1.61274 2.07781
C -4.34663 0.93382 1.80971
O -5.46287 1.35441 1.64572
O -4.00720 -0.36590 1.78076
C -5.13028 -1.32693 1.78984
H -4.71195 3.52916 0.48692
H -3.28222 2.69254 -0.16932
H -3.40186 4.46707 0.26748
H -4.05768 3.45481 2.49455
H -2.21595 3.39162 2.19752
H -6.03247 -0.84184 1.63374
H -5.01156 -1.74922 2.80406
H -4.79855 -2.07343 1.05814
C 4.30918 1.56052 -2.48321
C 2.82826 1.39900 -2.31249
O 2.50415 1.03949 -0.97932
C 1.18658 0.71803 -0.90462
O 0.35474 0.90595 -1.73084
O 0.98810 0.21863 0.33196
C -0.33464 -0.24865 0.69694
H 4.46113 2.09016 -3.42070
H 4.98275 0.66735 -2.56591
H 4.72562 2.25655 -1.73638
H 2.33527 0.66152 -2.95342
H 2.35268 2.39771 -2.35384
H -0.16781 -0.63181 1.73999
H -0.66674 -1.10268 -0.00011
H -1.03151 0.64013 0.73798
Br 1.49887 1.03345 3.78225
C 2.74295 2.01046 2.55962
C 4.07728 2.33801 3.22401
Br 4.87343 3.56806 2.00044
H 2.29008 3.03257 2.49593
H 2.93819 1.47954 1.64625
H 4.64312 1.43248 3.38149
H 3.94427 2.90200 4.11803
Br 3.50208 -3.54376 -7.54302
C 5.37933 -3.36095 -6.93977
C 6.13149 -4.37175 -7.70600
Br 8.03956 -4.17504 -7.58019
H 5.29621 -3.70882 -5.96577
H 5.77281 -2.39585 -7.12717
H 5.77443 -4.30187 -8.74334
H 5.77599 -5.42715 -7.35902
```

## Properties
Orbital gap (eV): 10.72
E_tot (Ha): -13133.75041
Energy relative to the best compared isomer or geometry (same formula, charge and spin) (kJ/mol): 205.1
Net charge: 0

These are the Mulliken partial charges, in e, on atoms 1 to 8:
1. C 0.035
2. C -0.015
3. O -0.369
4. C 0.725
5. O -0.546
6. O -0.328
7. C -0.562
8. H 0.452

=====

[4]
Below is a structure of composition C29H31CoN6S4SbSeSi, with properties calculated with the ωB97M-V functional and the def2-TZVPD basis.

XYZ file:
```
74
C29H31CoN6S4SbSeSi, DFT the ωB97M-V functional and the def2-TZVPD basis
Co -0.68479 0.64527 0.53185
S 6.52842 -2.62597 3.04671
Sb 4.26216 -2.72886 3.23294
S 0.92171 -0.18557 1.87767
S 2.81560 -0.15577 1.23907
S 3.63489 -4.65715 2.13564
Se -0.79194 3.83956 -0.03312
N -0.96390 2.53545 1.20857
C -1.64583 3.07776 2.23757
C -1.89172 2.34916 3.40942
C -2.56300 2.99230 4.45551
C -3.06064 4.29141 4.27719
C -2.78262 5.02773 3.13940
C -2.05961 4.42522 2.10211
N -1.68398 5.06224 1.00675
H -1.41855 1.37662 3.54490
H -2.59772 2.52235 5.41305
H -3.56322 4.70063 5.16453
H -3.14783 6.04797 2.95953
N -2.12823 -1.24571 3.02769
C -3.01529 -0.74029 2.15398
C -4.38523 -1.06453 2.21063
C -5.25441 -0.38541 1.39887
C -4.86485 0.63227 0.52568
C -3.51592 0.88041 0.52893
N -2.62184 0.17594 1.26471
H -2.27120 -2.19591 3.26059
H -1.16870 -1.03247 2.80739
H -4.68126 -1.74777 3.02770
H -6.33010 -0.64904 1.45721
H -5.61285 1.18730 -0.05109
H -3.09410 1.63373 -0.10169
N 0.63740 1.29435 -0.92192
C 1.58747 1.22115 -1.58176
N 2.57019 1.21795 -2.43795
C 3.94034 1.46452 -1.94216
C 4.72072 2.11836 -3.04227
C 3.99075 3.28316 -3.73747
C 2.58087 2.81378 -4.28529
C 2.29108 1.36616 -3.87321
H 4.36737 0.49726 -1.69971
H 3.92291 2.14464 -1.08801
H 4.97517 1.35482 -3.77883
H 5.67344 2.44842 -2.64834
H 4.67594 3.64449 -4.51260
H 3.97018 4.12678 -3.03331
H 2.38579 2.91180 -5.35901
H 1.86810 3.43973 -3.80886
H 2.92141 0.63798 -4.39635
H 1.27844 1.03889 -4.07769
C 2.14541 -2.14618 -4.05556
C 0.79913 -1.93052 -4.26173
C -0.02756 -1.80054 -3.15958
C 0.45549 -1.77607 -1.86859
C 1.80317 -1.95954 -1.63857
C 2.63941 -2.19348 -2.72990
Si -0.79649 -1.47660 -0.40867
C -0.85841 -3.01625 0.62895
C -2.09069 -3.67574 0.78441
C -2.24358 -4.60059 1.82582
C -1.19546 -4.97275 2.61635
C 0.08990 -4.35178 2.38987
C 0.23339 -3.39451 1.42697
H 2.82235 -2.34370 -4.86667
H 0.35059 -2.02606 -5.26365
H -1.10399 -1.65201 -3.30732
H 2.21283 -2.00156 -0.62675
H 3.60983 -2.56065 -2.49372
H -2.18135 -1.36689 -1.06575
H -2.97220 -3.37106 0.21211
H -3.22917 -5.08440 1.93573
H -1.32302 -5.69163 3.44488
H 0.93990 -4.72192 2.94298
H 1.19947 -2.89868 1.30324
```

## Properties
Orbital gap (spin up / spin down) (eV): 4.82 / 5.53
E_tot (Ha): -7358.96509
Multiplicity: 4
Net charge: -2

These are the Mulliken partial charges, in e, on atoms 1 to 8:
1. Co 0.047
2. S -0.742
3. Sb 0.462
4. S -0.210
5. S -0.341
6. S -0.732
7. Se 0.120
8. N -0.104